Here is BCsH4 as an isolated structure in a non-equilibrium geometry from OMol25. Energies are from wB97M-V/def2-TZVPD.

Properties
- maximum force (hartree/bohr) = 0.112
- LUMO (eV) = -0.4
- ΔE to the lowest compared entry with this formula, charge and spin (kJ/mol) = 237.6

Each line ends with the Löwdin charge.
Atoms and positions in Å:
Cs1 0.524 1.718 1.114  1.27
H1 -0.992 -0.863 -0.430  -0.06
H2 -0.026 -0.286 0.868  -0.23
H3 0.667 -0.928 -0.636  -0.06
B1 -0.099 -0.299 -0.208  -0.72
H4 -0.075 0.657 -0.707  -0.20

Here is a 9-piece molecular cluster, C24H54Cl12O6 overall in a non-equilibrium geometry from OMol25. Energies are from wB97M-V/def2-TZVPD.

Properties
- SMILES string = COCCOC.COCCOC.COCCOC.ClCCCl.ClCCCl.ClCCCl.ClCCCl.ClCCCl.ClCCCl
- maximum force (hartree/bohr) = 0.053
- LUMO (eV) = 0.4
- ΔE to the lowest compared entry with this formula, charge and spin (kJ/mol) = 0.0

Each line ends with the Löwdin charge.
Atoms and positions in Å:
Cl1 -4.416 4.645 -2.543  0.59
H1 1.828 1.781 1.767  0.08
C1 -0.794 -0.099 -4.539  -0.20
H2 -4.524 -2.397 2.232  0.06
H3 2.286 2.913 -4.333  0.08
C2 3.814 -1.623 1.807  -0.05
H4 0.989 -2.885 3.009  0.07
C3 0.249 -2.265 -3.985  -0.09
H5 -2.193 3.095 -1.416  0.06
O1 -0.318 0.867 3.618  -0.21
H6 -0.833 0.400 8.239  0.09
H7 5.097 2.829 0.439  0.09
C4 -4.602 -2.631 1.170  -0.76
O2 2.520 -0.899 1.896  -0.20
C5 0.040 -2.396 3.228  -0.63
Cl2 -4.064 -0.028 0.805  0.55
C6 -0.118 1.863 4.604  -0.19
H8 -3.695 -1.945 -0.615  0.04
C7 3.269 2.478 -4.151  -0.67
H9 -1.628 0.305 -6.522  0.14
C8 0.082 2.046 -7.439  -0.07
H10 -1.259 -7.048 -0.326  0.08
H11 -2.414 0.969 3.880  0.10
C9 -3.589 -1.753 0.453  -0.63
Cl3 -1.300 -3.523 2.850  0.58
H12 -0.395 2.887 4.351  0.13
H13 -0.623 2.362 6.668  0.14
H14 -2.882 -7.198 -1.035  0.07
C10 -2.214 -6.544 -0.474  -0.73
H15 3.911 2.959 -3.413  0.08
H16 3.371 3.380 0.215  0.05
Cl4 -0.171 -2.051 -0.417  0.69
Cl5 -1.649 5.226 -0.433  0.53
H17 1.768 0.166 3.531  0.09
H18 -0.937 -1.820 4.996  0.06
H19 0.881 -0.060 -2.083  -0.01
H20 3.500 -0.073 3.494  0.13
H21 -1.702 -0.290 -3.967  0.13
O3 0.096 1.276 -6.214  -0.21
C11 2.706 1.557 2.373  -0.18
C12 -0.226 -0.186 7.549  -0.15
C13 4.121 2.984 0.899  -0.11
C14 2.631 0.125 2.866  -0.22
H22 1.974 -0.139 -0.698  0.07
C15 0.995 0.205 -1.032  -0.60
H23 -0.001 -1.434 2.717  0.04
H24 2.681 2.278 3.190  0.12
H25 -0.988 -0.928 7.313  0.09
H26 1.028 2.507 -7.726  0.08
H27 -0.713 2.790 -7.384  0.08
H28 -1.405 -5.521 -2.103  0.08
H29 -2.592 -2.014 0.807  0.00
H30 4.027 -2.114 2.757  0.09
H31 0.963 1.941 4.717  0.11
C16 -1.094 0.755 -5.685  -0.23
O4 -0.192 -1.329 -5.002  -0.18
Cl6 0.409 -3.653 5.731  0.54
O5 0.265 0.594 6.550  -0.18
H32 -1.807 0.115 2.465  0.04
H33 0.714 -1.431 5.106  0.05
Cl7 3.018 0.856 -3.568  0.65
H34 3.184 1.858 -6.109  0.05
C17 -2.737 4.568 -2.917  -0.72
H35 -0.130 0.419 -3.847  0.10
Cl8 -3.447 -4.634 -1.649  0.65
C18 -1.628 0.965 3.124  -0.12
Cl9 -2.966 -6.248 1.048  0.61
H36 4.664 -1.035 1.460  0.09
H37 4.300 3.725 1.678  0.08
H38 -1.711 1.763 2.386  0.09
C19 -0.093 -0.333 -0.168  -0.66
H39 -0.091 1.328 -8.240  0.08
C20 3.921 2.351 -5.475  -0.74
H40 -1.623 1.071 5.877  0.12
O6 3.791 1.704 1.425  -0.21
H41 -4.285 -3.673 1.202  0.02
C21 -0.629 1.497 6.005  -0.20
H42 0.100 -0.170 0.892  0.05
C22 -1.938 -5.277 -1.184  -0.73
H43 -1.369 -4.535 -0.625  0.03
Cl10 -6.294 -2.560 0.712  0.57
H44 -1.053 0.113 -0.432  0.07
Cl11 1.072 2.058 -0.940  0.57
H45 4.864 1.819 -5.599  0.08
H46 -0.853 3.934 -2.155  0.03
H47 -0.540 -2.558 -3.293  0.05
H48 0.638 -3.175 -4.443  0.09
H49 1.011 -1.744 -3.406  0.05
C23 -1.865 4.071 -1.775  -0.69
H50 -1.659 1.621 -5.340  0.12
H51 -2.598 3.938 -3.796  0.06
H52 3.735 -2.403 1.049  0.08
Cl12 4.131 3.891 -6.258  0.58
C24 0.047 -2.206 4.730  -0.69
H53 -2.447 5.564 -3.254  0.07
H54 0.610 -0.581 8.126  0.10

Here is C43H49BMnN6 as an isolated structure in a non-equilibrium geometry from OMol25. Energies are from wB97M-V/def2-TZVPD.

Properties
- multiplicity = 5
- maximum force (hartree/bohr) = 0.056
- LUMO (alpha / beta) (eV) = -4.8 / -4.7
- ΔE to the lowest compared entry with this formula, charge and spin (kJ/mol) = 51.0
- net charge = +1
- expectation value of S² = 6.3049

Each line ends with the natural charge from an NBO analysis.
Atoms and positions in Å:
H1 3.327 4.202 1.057  0.24
C1 -2.162 -1.730 0.881  -0.08
C2 4.954 2.871 0.653  -0.23
H2 1.822 -3.667 -0.332  0.21
C3 -1.893 -0.916 1.896  -0.08
H3 -3.594 4.437 -2.521  0.24
H4 -1.047 -5.968 0.552  0.21
C4 4.452 0.810 -0.557  -0.29
C5 3.094 1.199 -0.653  0.34
C6 2.714 2.434 -0.019  0.00
C7 -2.412 -0.764 -3.060  -0.24
H5 -0.273 -1.916 3.410  0.20
C8 -1.842 -2.092 -2.592  -0.02
H6 -3.978 0.679 -2.636  0.20
N1 -0.929 0.023 1.502  -0.78
C9 2.035 -1.400 1.896  -0.58
H7 -0.303 6.127 -0.309  0.25
C10 3.654 3.268 0.619  -0.16
C11 -2.534 2.355 2.318  -0.24
H8 1.320 3.688 4.588  0.22
H9 -3.005 0.254 -1.208  0.21
N2 0.948 3.903 -0.035  -0.19
C12 2.897 -2.598 -4.015  -0.21
C13 3.604 -1.405 -4.105  -0.21
H10 2.535 -2.332 2.172  0.22
H11 -2.930 -0.972 -3.995  0.22
N3 -1.392 -1.377 -0.236  -0.76
H12 -2.470 6.452 -1.546  0.24
C14 -2.936 3.832 2.233  -0.61
H13 1.390 -3.681 -2.925  0.23
N4 -0.931 2.933 -1.140  -0.60
H14 -3.361 2.147 4.309  0.21
C15 -0.458 3.101 3.536  -0.22
H15 -2.567 2.230 -2.183  0.23
H16 -2.665 1.894 1.337  0.21
H17 -0.213 -3.064 0.995  0.22
H18 -0.489 -5.607 -1.700  0.22
C16 1.697 -1.722 -2.127  -0.24
H19 1.167 -2.588 4.187  0.22
H20 6.379 1.319 0.143  0.23
H21 1.301 -5.360 -0.325  0.21
C17 -0.854 -4.618 -1.957  -0.24
H22 -1.299 -5.151 -3.989  0.23
H23 4.774 -0.135 -0.969  0.24
H24 -0.981 4.019 3.781  0.22
C18 -0.847 -3.622 -0.982  0.09
C19 -2.037 5.467 -1.425  -0.11
C20 -1.314 -4.370 -3.238  -0.20
H25 -3.406 0.637 3.398  0.21
C21 -1.037 -5.027 1.111  -0.60
H26 -4.201 -0.875 -1.843  0.23
H27 3.088 -3.400 -4.719  0.22
H28 2.420 -0.535 3.778  0.21
H29 2.757 -0.778 1.375  0.20
C22 -2.671 4.353 -1.963  -0.26
H30 2.435 1.513 4.245  0.22
H31 -2.149 -2.903 -4.549  0.22
H32 1.225 -1.642 1.204  0.20
H33 0.336 -1.201 4.913  0.22
H34 5.697 3.501 1.126  0.23
C23 1.231 -4.410 0.213  -0.60
H35 -0.596 -5.225 2.093  0.22
C24 1.533 -0.707 3.163  -0.24
C25 -3.451 -0.134 -2.124  -0.60
H36 -4.546 1.916 3.008  0.21
C26 -3.515 1.712 3.316  -0.59
H37 -2.294 -0.953 2.892  0.23
C27 -1.086 2.137 2.753  -0.03
C28 -1.791 -3.108 -3.545  -0.20
H38 -0.535 -0.371 -4.061  0.24
C29 -0.227 -3.956 0.374  -0.28
H39 1.688 -4.554 1.198  0.22
H40 3.909 0.558 -3.294  0.21
C30 2.411 -0.534 -2.201  0.08
C31 1.464 1.698 3.794  -0.21
C32 -1.244 0.151 -3.418  -0.56
C33 0.830 2.910 4.008  -0.19
N5 1.412 2.718 -0.229  -0.29
H41 -2.860 -2.552 0.850  0.24
H42 -0.711 0.393 -2.498  0.12
H43 -1.564 1.067 -3.926  0.21
Mn1 0.357 1.319 -1.103  1.38
C34 5.342 1.629 0.076  -0.12
C35 0.631 -1.659 3.964  -0.60
H44 -3.831 3.941 1.619  0.22
C36 1.943 -2.754 -3.018  -0.19
B1 -0.619 -0.187 0.097  0.67
C37 -2.090 3.117 -1.789  0.09
C38 -1.357 -2.351 -1.304  0.09
H45 4.347 -1.271 -4.883  0.22
H46 -2.154 4.452 1.805  0.20
C39 -0.370 0.962 2.441  0.18
C40 0.870 0.679 3.049  -0.01
C41 -0.310 4.028 -0.610  0.33
C42 -0.854 5.299 -0.736  -0.22
H47 -3.163 4.228 3.226  0.21
N6 2.108 0.510 -1.279  -0.67
H48 0.960 -1.837 -1.344  0.23
H49 -2.075 -4.718 1.262  0.21
C43 3.368 -0.378 -3.204  -0.19

Here is C36H39ClP2V as an isolated structure in a non-equilibrium geometry from OMol25. Energies are from wB97M-V/def2-TZVPD.

Properties
- multiplicity = 2
- maximum force (hartree/bohr) = 0.049
- LUMO (alpha / beta) (eV) = -9.1 / -9.0
- ΔE to the lowest compared entry with this formula, charge and spin (kJ/mol) = 177.1
- net charge = +2
- expectation value of S² = 1.1473

Each line ends with the Löwdin spin population.
Atoms and positions in Å:
H1 -2.613 -3.447 -12.100  0.00
C1 3.052 1.922 -9.567  0.00
C2 -1.231 -1.915 -5.709  0.00
H2 -3.657 -4.843 -6.517  0.00
H3 -0.125 2.225 -4.391  0.00
H4 2.947 5.471 -5.119  0.00
H5 -2.232 -1.221 -1.933  0.01
H6 -3.386 1.538 -1.899  0.00
C3 0.433 -3.947 -9.736  0.00
C4 -0.941 2.661 -1.079  0.00
H7 -2.248 1.054 -4.630  0.00
H8 2.346 0.759 -1.665  0.00
H9 -2.725 2.531 -3.863  -0.01
C5 1.679 2.135 -6.711  0.01
H10 -1.819 -2.205 -3.642  0.00
H11 -1.914 1.755 0.649  0.00
C6 -0.120 2.270 -2.258  -0.02
P1 -0.139 -1.652 -8.218  0.02
C7 -2.126 1.621 -3.696  -0.02
H12 -0.176 1.483 0.626  0.00
H13 1.216 0.485 -0.236  0.00
P2 1.253 0.646 -7.686  -0.01
C8 -0.059 -5.023 -10.478  0.00
H14 -1.653 -1.503 -10.880  0.00
H15 0.443 -5.994 -10.438  0.00
H16 2.363 -0.208 -3.641  0.00
H17 0.954 2.489 -2.211  0.00
C9 -0.694 1.957 -3.496  -0.05
C10 -1.069 1.514 -0.034  0.01
C11 -1.771 -3.592 -11.423  0.00
H18 4.431 3.461 -5.167  0.00
V1 0.025 0.058 -2.679  1.08
C12 1.455 0.243 -1.266  -0.03
C13 1.275 4.431 -6.021  0.00
C14 2.974 2.219 -6.153  0.00
C15 -2.838 0.832 -2.557  0.00
H19 -2.105 -4.015 -8.286  0.00
H20 1.542 -1.098 -10.064  0.00
H21 -2.134 -0.277 -8.973  0.00
C16 -1.266 -2.508 -10.700  0.00
C17 3.414 3.402 -5.559  0.00
H22 3.945 3.112 -11.144  0.00
C18 -2.093 -3.570 -7.287  0.00
H23 -0.741 1.997 -8.579  0.00
H24 -0.640 -1.000 -5.542  0.00
H25 -3.661 0.239 -3.025  0.00
C19 -2.846 -3.549 -4.986  0.00
C20 1.401 -0.317 -4.183  -0.10
C21 0.805 3.227 -6.561  0.00
C22 -0.293 -2.733 -9.708  0.00
H26 3.304 2.643 -8.790  0.00
C23 -1.215 -4.865 -11.253  0.00
H27 -1.686 -5.733 -11.716  0.00
C24 3.081 1.294 -11.919  0.00
C25 -0.389 0.972 -8.386  0.00
C26 2.292 0.779 -9.254  0.00
H28 -0.217 3.158 -6.927  0.00
C27 2.577 4.523 -5.518  0.00
C28 -2.932 -4.065 -6.281  0.00
H29 1.281 -1.386 -4.480  0.00
Cl1 1.626 -1.546 -1.312  -0.01
C29 2.430 0.099 -11.601  0.00
H30 -3.495 -3.917 -4.202  0.00
C30 3.424 2.185 -10.893  0.00
C31 -1.947 -2.518 -4.682  0.00
H31 -1.081 -0.684 0.059  0.00
C32 -1.086 -0.187 -8.655  0.00
H32 1.353 -4.047 -9.154  0.00
H33 -1.961 2.976 -1.360  0.00
H34 2.163 -0.611 -12.389  0.00
H35 -0.469 3.515 -0.549  0.00
H36 1.417 0.321 -5.090  0.00
C33 -1.262 0.157 -0.623  0.08
C34 -1.987 -0.152 -1.787  0.01
H37 0.629 5.314 -6.025  0.00
H38 3.294 1.537 -12.962  0.00
H39 3.649 1.367 -6.228  0.00
C35 2.076 -0.169 -10.276  0.00
C36 -1.247 -2.484 -6.999  0.00